Model P:
One molecule with the formula CH4N2O. Source: OMol25; level of theory: ωB97M-V/def2-TZVPD.

```
8
Properties=species:S:1:pos:R:3
C 0.176 0.184 -0.425
H -0.227 -0.330 -1.377
H -1.598 -0.630 0.545
N 0.747 1.315 -0.475
H 0.506 -0.136 1.705
H 0.937 1.500 -1.571
O -0.865 -1.390 0.846
N 0.322 -0.512 0.752
```

Calculated values
gap between HOMO and LUMO	10.2	eV
LUMO energy	0.650	eV
net charge	0


Model Q:
One molecule with the formula CH4N2O. Source: OMol25; level of theory: ωB97M-V/def2-TZVPD.

```
8
Properties=species:S:1:pos:R:3
H -2.008 0.062 0.263
H 1.932 -0.093 0.198
H 1.194 -1.710 0.182
O 0.108 1.355 0.000
N 1.082 -0.669 -0.025
C -0.020 0.154 -0.061
N -1.184 -0.543 0.013
H -1.140 -1.544 -0.191
```

Calculated values
gap between HOMO and LUMO	10.8	eV
LUMO energy	0.757	eV
net charge	0


Model R:
A 2-piece molecular cluster, CH4N2O overall. Source: OMol25; level of theory: ωB97M-V/def2-TZVPD.

```
8
Properties=species:S:1:pos:R:3
N 1.639 -0.984 -0.017
H -1.670 1.861 1.002
N -1.102 1.153 0.634
C -1.452 0.523 -0.306
O -1.517 -0.285 -1.124
H 1.512 -1.048 -1.015
H 0.806 -1.202 0.574
H 1.784 -0.018 0.253
```

Calculated values
gap between HOMO and LUMO	10.3	eV
LUMO energy	0.485	eV
net charge	0


In hartree, relative to the most stable structure: model P 0.1401; model Q 0.0000; model R 0.0253.


Model P:
One molecule with the formula CH4N2O. Source: OMol25; level of theory: ωB97M-V/def2-TZVPD.

```
8
Properties=species:S:1:pos:R:3
H -1.713 -0.771 -0.207
N 0.132 -0.011 -0.373
H -1.426 0.766 0.888
N 1.252 -0.036 0.167
O 2.147 0.395 -0.700
H 1.646 0.636 -1.457
C -1.039 -0.226 0.400
H -0.998 -0.752 1.282
```

Calculated values
gap between HOMO and LUMO	11.2	eV
LUMO energy	0.983	eV
net charge	0


Model Q:
A 2-piece molecular cluster, CH4N2O overall. Source: OMol25; level of theory: ωB97M-V/def2-TZVPD.

```
8
Properties=species:S:1:pos:R:3
N 1.555 -0.436 0.317
C -2.088 -0.076 0.082
O -1.019 -0.407 -0.263
H 1.214 0.367 0.872
N -3.234 0.235 0.137
H 0.683 -0.910 0.095
H 1.741 0.022 -0.678
H -3.586 1.024 0.627
```

Calculated values
gap between HOMO and LUMO	10.3	eV
LUMO energy	0.405	eV
net charge	0


In hartree, relative to the most stable structure: model P 0.0867; model Q 0.0000.


Model P:
One molecule with the formula CH4N2O. Source: OMol25; level of theory: ωB97M-V/def2-TZVPD.

```
8
Properties=species:S:1:pos:R:3
C -0.131 -1.077 0.543
N 0.074 -0.058 -0.579
H 0.760 1.639 0.352
H 0.547 -0.263 -1.380
N 0.095 1.204 -0.325
H 0.146 -1.998 0.054
H -0.796 1.472 -0.240
O -0.694 -0.920 1.575
```

Calculated values
gap between HOMO and LUMO	10.4	eV
LUMO energy	0.979	eV
net charge	0


Model Q:
One molecule with the formula CH4N2O. Source: OMol25; level of theory: ωB97M-V/def2-TZVPD.

```
8
Properties=species:S:1:pos:R:3
H -0.262 -0.429 1.757
H 0.443 -1.414 -1.779
H 0.765 0.909 2.130
N -0.301 0.839 0.415
H -0.665 0.219 -2.305
C -0.084 -0.493 -1.602
N -0.111 0.561 1.717
O 0.215 -0.192 -0.331
```

Calculated values
gap between HOMO and LUMO (alpha / beta)	9.2 / 8.3	eV
LUMO energy (alpha / beta)	0.635 / 0.411	eV
net charge	0


Model R:
A 2-piece molecular cluster, CH4N2O overall. Source: OMol25; level of theory: ωB97M-V/def2-TZVPD.

```
8
Properties=species:S:1:pos:R:3
O -1.134 0.118 0.787
H -0.062 1.891 -0.245
N 0.120 -0.652 -1.038
H -0.544 -1.522 -0.956
N 0.983 -0.650 0.090
C -0.073 0.250 -0.016
H 1.899 -0.226 -0.039
H -1.188 0.791 1.417
```

Calculated values
gap between HOMO and LUMO	10.2	eV
LUMO energy	0.584	eV
net charge	0


In hartree, relative to the most stable structure: model P 0.0000; model Q 0.1285; model R 0.0980.


Model P:
A 9-piece molecular cluster, H19O9 overall. Source: OMol25; level of theory: ωB97M-V/def2-TZVPD.

```
28
Properties=species:S:1:pos:R:3
O -0.093 1.920 -2.305
H -0.705 -2.943 1.106
H 0.172 -1.810 -2.108
H 3.042 -0.625 1.137
O -1.992 -0.027 1.356
O 1.625 -0.973 -2.030
O 1.423 1.991 1.225
H -0.499 -1.932 -0.630
H -1.879 0.388 0.495
O -0.709 1.347 2.819
H -1.471 0.663 2.649
H -1.310 1.051 -1.876
H 2.148 0.397 1.553
O -0.418 -2.044 0.873
H -1.272 -1.192 -1.693
H 0.637 1.805 1.790
H 0.621 1.281 -2.156
H 0.386 -1.808 1.369
H 2.230 -0.899 -2.778
H 2.094 -0.868 -1.176
O -0.688 -2.088 -1.677
H 1.832 2.770 1.628
O -1.897 0.208 -1.760
H -2.736 0.303 -2.223
H -1.019 2.035 3.419
H -1.553 -0.899 1.390
O 2.077 -0.489 1.080
H -0.045 2.439 -1.480
```

Calculated values
gap between HOMO and LUMO	10.8	eV
LUMO energy	-3.036	eV
net charge	+1


Model Q:
A 9-piece molecular cluster, H19O9 overall. Source: OMol25; level of theory: ωB97M-V/def2-TZVPD.

```
28
Properties=species:S:1:pos:R:3
O 32.452 19.025 50.437
H 34.060 22.749 51.758
H 29.040 23.699 52.617
H 31.955 22.129 51.697
H 28.991 19.062 52.747
H 28.623 19.380 51.224
H 30.310 22.316 51.564
H 33.266 19.281 53.206
H 29.224 24.062 50.164
O 32.091 23.341 49.169
H 32.569 20.783 54.369
H 31.877 18.276 50.504
O 28.737 19.834 52.214
O 31.083 21.654 51.699
H 29.904 23.230 53.931
O 29.612 22.960 53.082
H 28.162 23.458 51.167
O 32.014 20.524 53.458
H 33.028 23.101 48.684
O 28.996 23.298 50.763
H 31.208 21.082 52.511
H 31.763 24.137 48.812
H 31.973 19.490 49.904
H 33.400 23.478 53.076
H 33.808 18.128 54.058
O 34.015 18.508 53.249
O 33.315 22.860 52.248
H 31.697 19.850 53.989
```

Calculated values
gap between HOMO and LUMO	10.3	eV
LUMO energy	-3.423	eV
net charge	+1


In hartree, relative to the most stable structure: model P 0.0000; model Q 0.1553.


Model P:
C25H25IN3O4STeW as an isolated structure. Source: OMol25; level of theory: ωB97M-V/def2-TZVPD.

```
61
Properties=species:S:1:pos:R:3
H 4.570 0.017 0.092
H 5.682 1.426 -4.170
H 4.333 -0.186 -5.479
H 5.298 -1.586 -0.032
C 4.116 1.820 -2.756
O -4.036 -2.967 0.047
H 3.561 -2.180 -2.657
C -4.483 1.750 4.613
C 2.603 0.007 -4.227
H 2.016 -0.692 -4.811
H 2.670 -1.090 1.366
H 5.018 -0.632 -1.491
H 1.368 -3.295 -2.851
C 4.609 -0.888 -0.515
C -2.778 0.223 3.538
N 0.518 2.182 0.272
C -4.625 -0.588 1.631
H 0.675 -2.554 1.285
H -3.645 2.034 5.248
I 1.197 2.981 4.331
C 0.658 3.040 1.276
C -2.402 -0.695 2.575
C 2.809 1.541 -2.373
C 2.056 0.632 -3.111
C 3.911 0.294 -4.604
H -4.318 -0.566 -1.377
C 3.249 -1.518 -0.642
C 1.647 -2.796 -1.932
C 0.877 0.981 1.998
N -2.364 -1.334 -0.995
O -1.747 0.903 -0.127
H -5.266 1.332 5.249
H 1.035 0.082 2.575
C -4.068 0.753 3.563
C 2.370 -1.548 0.430
H -3.071 -0.110 -2.533
Te 0.026 0.298 -2.753
W -0.519 -0.683 -0.348
C 0.770 -2.821 -0.850
C -3.271 -0.289 -1.476
H 2.393 2.044 -1.511
C 1.137 -2.220 0.363
C 4.667 1.199 -3.870
H 4.700 2.535 -2.187
H 0.578 4.105 1.121
S -2.884 -2.176 0.319
H -1.411 -1.126 2.601
H -0.092 -3.469 -0.884
C 2.872 -2.170 -1.819
C 0.903 2.299 2.425
H 0.211 2.351 -0.680
O -3.649 1.960 -0.675
C -4.982 0.326 2.604
H -5.348 -0.914 0.893
H -2.064 0.529 4.295
H -5.992 0.721 2.613
N 0.648 0.914 0.680
C -3.325 -1.080 1.611
O -1.577 -2.752 0.684
C -2.953 0.995 -0.716
H -4.887 2.654 4.152
```

Calculated values
<S²>	2.03
2S+1	3
gap between HOMO and LUMO (alpha / beta)	5.9 / 6.5	eV
LUMO energy (alpha / beta)	-4.623 / -4.497	eV
net charge	+1


Model Q:
C25H25IN3O4STeW as an isolated structure. Source: OMol25; level of theory: ωB97M-V/def2-TZVPD.

```
61
Properties=species:S:1:pos:R:3
C -4.356 1.920 -0.818
C 2.036 -4.741 1.292
H 1.665 1.376 -2.555
H 4.402 4.568 0.055
C 2.079 -3.510 0.649
H -5.058 -2.714 0.276
C 1.849 -3.629 3.418
C 1.883 -2.393 2.784
H 6.175 2.771 -2.689
H 6.442 2.569 -0.959
H -0.459 3.055 2.423
O -0.499 4.097 -0.446
H -3.162 0.587 1.902
C -0.551 0.941 2.824
C -2.422 -2.576 -0.066
H -1.346 -1.094 -3.459
H 1.979 4.419 0.462
C 2.268 2.059 -1.974
C 4.418 3.059 -1.474
O -0.763 0.947 3.998
S -0.006 2.773 -0.612
H -4.946 2.467 -1.534
N -0.206 1.867 0.691
H -5.058 -3.623 -1.234
C 3.807 3.860 -0.509
C 1.993 -2.340 1.400
H -3.716 -1.586 -3.024
C -4.828 -2.653 -0.786
H 0.355 -1.847 -1.837
H -2.710 -3.053 0.864
C -3.388 -2.305 -1.021
Te 2.087 -0.484 0.441
C -2.977 -1.758 -2.249
O -0.825 -0.130 2.027
C 2.448 3.775 -0.271
O -0.636 1.834 -1.573
C 5.901 3.154 -1.707
C 3.629 2.171 -2.202
C -3.420 0.956 0.923
C 0.023 2.139 2.085
H 2.200 -3.469 -0.427
C 1.921 -4.799 2.675
N -3.322 1.158 -1.194
W -0.475 0.006 0.072
C -1.656 -1.473 -2.493
H 1.766 -3.673 4.496
H -0.336 -2.803 0.343
I -5.818 2.725 1.782
H -5.490 -1.918 -1.244
C -0.667 -1.716 -1.507
C -1.065 -2.306 -0.284
C -4.461 1.807 0.553
H 4.090 1.558 -2.968
H 2.103 -5.653 0.712
H 1.896 -5.758 3.175
N -2.730 0.558 -0.151
H -2.909 1.082 -2.109
C 1.689 2.863 -1.002
H 6.247 4.184 -1.627
H 1.813 -1.485 3.369
H 1.096 2.183 2.315
```

Calculated values
<S²>	2.06
2S+1	3
gap between HOMO and LUMO (alpha / beta)	6.3 / 7.0	eV
LUMO energy (alpha / beta)	-4.675 / -4.325	eV
net charge	+1


In hartree, relative to the most stable structure: model P 0.0128; model Q 0.0000.


Model P:
One molecule with the formula C21H31N5O3. Source: OMol25; level of theory: ωB97M-V/def2-TZVPD.

```
60
Properties=species:S:1:pos:R:3
N 1.383 1.208 -2.449
C 2.405 1.586 -3.400
C -1.638 -1.214 1.675
C 4.103 3.153 -0.521
C -4.410 -3.896 5.122
N -0.370 -1.193 -1.630
H 0.594 2.038 -0.715
O 5.302 2.541 -0.686
C 1.954 3.487 -1.597
H 1.821 4.057 -0.677
H 7.450 4.139 -0.758
N -3.572 -2.102 2.745
H 1.970 2.344 -4.056
H -6.975 -3.068 5.561
C 6.246 2.746 0.363
H 2.458 0.420 -0.767
C -6.675 -2.978 4.520
C -2.827 -1.922 1.570
H 4.312 1.315 -2.383
C -3.259 -2.433 0.337
H -0.673 0.587 -3.656
C -0.889 -1.025 0.522
C -1.334 -1.544 -0.715
N 0.301 -0.373 0.336
C -5.168 -2.770 4.413
H 6.260 4.893 0.316
C 0.573 -0.487 -0.934
O 3.804 3.815 0.445
H 6.941 1.907 0.281
H 2.663 0.720 -4.013
H -3.333 -3.756 5.046
H 0.599 -1.518 -3.427
C 1.781 0.108 -1.573
H 5.725 2.707 1.325
H -6.958 -3.882 3.987
H -4.899 -1.811 4.869
H 2.286 -0.646 -2.184
H 0.015 2.766 -2.222
C 3.673 2.134 -2.721
N 3.283 2.920 -1.569
H -1.297 -0.817 2.618
C -0.422 -1.455 -3.042
H 4.250 2.745 -3.428
H -4.188 -2.975 0.301
C -2.522 -2.250 -0.814
H 1.879 4.173 -2.450
H -3.147 -1.680 3.560
O -5.375 -3.329 2.076
H -2.871 -2.649 -1.754
C -1.185 -0.362 -3.785
H -0.909 -2.424 -3.187
H -1.238 -0.599 -4.844
H -2.196 -0.276 -3.393
C 0.899 2.370 -1.707
C 6.971 4.076 0.216
H 7.725 4.168 0.992
H -7.206 -2.141 4.071
H -4.665 -4.853 4.671
H -4.682 -3.928 6.175
C -4.743 -2.768 2.943
```

Calculated values
gap between HOMO and LUMO	8.5	eV
LUMO energy	0.682	eV
net charge	0


Model Q:
One molecule with the formula C21H31N5O3. Source: OMol25; level of theory: ωB97M-V/def2-TZVPD.

```
60
Properties=species:S:1:pos:R:3
C -1.083 -0.848 -5.151
C -0.490 1.639 1.935
H -2.101 2.970 3.657
H 0.308 -0.066 3.675
H -1.457 -2.176 2.354
C 0.304 -1.813 -2.080
H 0.697 -0.829 -6.457
C 1.169 2.260 3.769
H 4.285 1.822 4.160
H -0.195 0.088 -2.605
H -2.036 -1.448 -3.237
C -2.223 -0.620 -6.157
C -1.384 -1.842 -4.019
O -0.908 2.379 1.054
C -3.630 -0.920 -5.647
C 0.177 -1.479 -5.751
H 3.457 4.472 6.290
H 4.468 3.011 6.342
C -1.079 2.920 4.009
H 1.771 -2.586 -4.691
H 2.100 -0.820 2.196
C 1.390 2.954 4.967
C -0.128 2.239 3.266
C 1.012 -1.824 -4.523
C 0.037 -0.652 2.801
H -0.111 -2.390 -6.283
H -2.178 0.406 -6.527
C -0.020 -2.335 -3.483
C 1.250 -1.475 2.386
H 1.401 -0.301 -0.203
H 0.362 -3.960 -2.547
H -3.745 -1.968 -5.373
H -0.882 -2.178 4.017
O -0.024 -3.744 -3.413
H -4.368 -0.699 -6.419
N 2.353 1.714 3.307
H 1.517 -2.162 3.191
C -0.730 3.563 5.201
H -1.871 -2.727 -4.432
C -1.152 -1.532 3.180
C 3.446 3.384 6.351
H 1.515 -0.925 -4.157
H -1.491 4.083 5.770
H -2.038 -1.257 -7.028
H -2.007 -0.923 3.477
H -1.586 0.252 0.083
H 0.562 1.176 -0.694
C 3.235 2.074 4.197
H -0.805 0.119 -4.710
N 0.174 -0.489 -1.869
H -0.795 -1.278 0.490
N 2.734 2.817 5.226
N 0.501 3.600 5.704
H 1.051 -2.071 1.493
C -0.656 -0.201 0.428
H -3.880 -0.317 -4.772
C 0.458 0.100 -0.573
O 0.692 -2.583 -1.209
H 2.963 3.092 7.282
N -0.335 0.307 1.753
```

Calculated values
gap between HOMO and LUMO	9.6	eV
LUMO energy	0.523	eV
net charge	0


In hartree, relative to the most stable structure: model P 0.0083; model Q 0.0000.


Model P:
One molecule with the formula C6H13N3. Source: OMol25; level of theory: ωB97M-V/def2-TZVPD.

```
22
Properties=species:S:1:pos:R:3
H 2.810 1.421 -0.498
C -1.830 -1.491 0.280
C 0.895 1.080 0.455
C -0.953 -0.317 -0.194
H 1.205 -1.359 -1.455
H -1.514 -2.385 -0.384
H 2.605 2.275 1.092
N 0.019 1.948 0.189
H -2.166 1.501 -1.544
H -2.928 -1.506 -0.021
H -2.943 2.127 -0.220
H 1.355 -2.397 -0.213
H -0.822 -0.238 -1.283
C 1.420 -1.302 -0.432
H 0.366 -0.861 1.497
N -2.450 1.347 -0.635
H -1.675 -1.500 1.418
N -1.635 0.890 0.226
C 2.404 1.376 0.530
C 0.473 -0.404 0.462
H 2.381 -0.790 -0.194
H 2.981 0.585 0.923
```

Calculated values
gap between HOMO and LUMO	8.9	eV
LUMO energy	1.128	eV
net charge	0


Model Q:
C6H13N3 as an isolated structure. Source: OMol25; level of theory: ωB97M-V/def2-TZVPD.

```
22
Properties=species:S:1:pos:R:3
N -1.051 -0.979 0.804
H -1.802 -1.410 -1.233
N 0.643 0.520 -0.001
C -0.237 0.047 1.045
H -1.127 -1.308 3.283
C -0.799 -1.167 -0.628
H 0.321 0.154 4.723
H 1.677 0.459 -2.581
H 0.730 0.755 2.715
H 0.429 1.899 -2.524
H 1.268 -1.886 -2.471
H -0.495 -2.244 -0.699
H 0.010 0.645 -3.471
H -1.878 0.801 3.735
N -0.020 0.458 2.318
H -1.417 1.665 -2.236
C 0.239 -0.041 -1.101
C -0.138 1.102 -2.310
C -0.679 0.081 3.526
C 1.397 -0.565 -1.768
H 0.512 1.654 -0.386
H 2.414 -0.639 -0.740
```

Calculated values
gap between HOMO and LUMO	8.9	eV
LUMO energy	0.495	eV
net charge	0


Model R:
A 3-piece molecular cluster, C6H13N3 overall. Source: OMol25; level of theory: ωB97M-V/def2-TZVPD.

```
22
Properties=species:S:1:pos:R:3
C 0.269 -2.204 -0.574
H -1.395 -1.224 -0.302
C -0.352 -1.033 0.231
H -2.541 0.903 -0.231
H 0.197 1.465 2.585
H 1.839 -1.886 -2.553
H 0.186 0.296 -1.443
H -1.932 0.832 1.641
H 2.734 0.142 -0.600
C 0.303 0.236 -0.294
H -0.235 -3.030 -0.194
H 1.269 -2.495 -0.386
N 1.976 1.141 1.116
C 1.741 0.464 0.004
N 0.185 -1.822 -2.013
H -2.186 2.403 0.795
H -0.727 -0.628 -2.485
C 0.629 1.758 1.446
C -1.772 1.469 0.560
N -0.236 1.411 0.301
H -0.485 -1.090 1.268
H 0.533 2.892 1.129
```

Calculated values
gap between HOMO and LUMO	6.8	eV
LUMO energy	-1.205	eV
net charge	0


Model S:
C6H13N3 as an isolated structure. Source: OMol25; level of theory: ωB97M-V/def2-TZVPD.

```
22
Properties=species:S:1:pos:R:3
H 2.335 0.774 0.091
C -0.980 0.528 -0.865
N 1.056 -1.762 -0.843
C -0.508 -1.839 1.056
C -0.027 -1.103 -0.187
H -1.452 2.471 -1.221
C 0.190 0.555 0.057
H 0.277 -1.868 1.812
N -1.095 -0.740 -1.116
H -1.030 0.929 1.812
H 1.486 2.121 -0.674
H -2.517 1.311 -1.911
H -1.387 -1.356 1.471
H 0.755 -2.276 -1.660
C 1.497 1.036 -0.555
H 0.712 0.841 2.129
H 0.023 2.268 1.361
C -0.045 1.180 1.423
H 1.635 -2.306 -0.217
H -0.772 -2.862 0.784
H 1.659 0.566 -1.521
N -1.812 1.532 -1.226
```

Calculated values
gap between HOMO and LUMO	9.4	eV
LUMO energy	0.886	eV
net charge	0


In hartree, relative to the most stable structure: model P 0.1339; model Q 0.4796; model R 0.4020; model S 0.0000.